# 1
{"formula": "C35H32N6O2SiW", "method": "ωB97M-V/def2-TZVPD", "relative_energy_ev": 0.000, "homo_ev": -13.772, "total_charge": 2, "orbital_gap_ha": 0.209, "symbols": ["W", "O", "C", "N", "C", "C", "C", "C", "C", "C", "N", "C", "O", "C", "C", "C", "C", "C", "N", "C", "C", "C", "C", "C", "N", "H", "H", "H", "H", "H", "H", "H", "H", "H", "H", "H", "H", "C", "N", "C", "C", "C", "C", "C", "N", "C", "C", "C", "C", "C", "C", "H", "H", "H", "H", "H", "H", "H", "H", "H", "H", "H", "C", "Si", "C", "C", "C", "C", "H", "H", "H", "H", "H", "H", "H", "H", "H"], "coordinates": [[-0.29946, -0.05938, 0.27596], [-2.21738, -3.56318, 0.91226], [-2.05140, -2.38398, 0.85229], [-0.86657, -1.70140, 1.27107], [-0.14837, -2.20562, 2.35400], [-0.46300, -3.30477, 3.16370], [0.37455, -3.58253, 4.21763], [1.50889, -2.79866, 4.47552], [1.82278, -1.71395, 3.69187], [0.97045, -1.41645, 2.62067], [1.10720, -0.41556, 1.66771], [2.18633, 0.50524, 1.75645], [2.74245, 0.83955, 2.75720], [2.55640, 0.95290, 0.39169], [3.75798, 1.54794, 0.10275], [4.06736, 1.77271, -1.23363], [3.16256, 1.38043, -2.20442], [1.95496, 0.82220, -1.82632], [1.64802, 0.61418, -0.54021], [-3.06102, -1.40710, 0.37584], [-4.38863, -1.72748, 0.21196], [-5.27032, -0.69803, -0.09145], [-4.77869, 0.59338, -0.19150], [-3.42190, 0.82234, -0.03376], [-2.56985, -0.17219, 0.22340], [-1.32006, -3.92608, 2.96526], [0.15565, -4.42662, 4.85680], [2.14681, -3.04710, 5.31236], [2.68325, -1.10470, 3.91125], [4.43087, 1.79523, 0.91216], [5.00954, 2.22579, -1.51124], [3.37528, 1.50872, -3.25567], [1.23411, 0.50949, -2.56470], [-4.70572, -2.75251, 0.34540], [-6.32518, -0.89781, -0.22207], [-5.43549, 1.42923, -0.38608], [-3.01116, 1.81809, -0.09178], [-0.98305, 2.83752, -1.30529], [-0.88988, 1.35633, -1.35292], [-1.22857, 0.77624, -2.46370], [-1.05959, -0.61770, -2.56056], [-1.24110, -1.56612, -3.54582], [-0.80282, -2.79404, -3.00390], [-0.39406, -2.55032, -1.71301], [-0.52902, -1.21808, -1.41691], [0.31466, 3.52918, -1.64580], [1.16870, 3.97143, -0.64097], [2.33723, 4.64924, -0.96259], [2.65963, 4.88885, -2.29132], [1.81138, 4.44994, -3.29999], [0.64406, 3.77494, -2.97666], [-1.30128, 3.12601, -0.30694], [-1.75479, 3.14240, -2.01574], [-1.60945, 1.35786, -3.29963], [-1.63111, -1.39580, -4.53684], [-0.78659, -3.74929, -3.50149], [-0.01042, -3.24602, -0.98254], [0.90656, 3.80257, 0.39830], [2.98549, 5.01083, -0.17419], [3.55751, 5.43878, -2.54098], [2.04592, 4.65850, -4.33548], [-0.03224, 3.47054, -3.76882], [-1.81913, 5.34616, 2.10615], [-1.03304, 4.08242, 3.22384], [-2.08742, 3.63191, 4.68315], [0.71467, 4.52414, 3.67775], [-0.88912, 2.50920, 2.18760], [-0.75102, 1.51051, 1.48876], [-1.91924, 6.29866, 2.63088], [-2.81852, 5.03979, 1.79149], [-1.21417, 5.52829, 1.21487], [-2.21262, 4.50373, 5.32893], [-1.62665, 2.84052, 5.27556], [-3.08058, 3.30044, 4.37711], [0.71918, 5.42297, 4.29811], [1.32189, 4.73318, 2.79458], [1.19401, 3.72382, 4.24328]], "forces_ev_per_angstrom": [[-0.02, -0.03, 0.19], [0.00, 0.00, 0.00], [0.01, 0.01, 0.02], [-0.01, -0.03, 0.00], [0.01, 0.01, 0.00], [0.00, 0.01, -0.01], [0.00, 0.00, 0.00], [0.00, -0.01, 0.00], [0.00, 0.01, -0.02], [-0.01, -0.01, 0.03], [-0.05, -0.03, -0.10], [0.02, 0.04, -0.02], [-0.02, -0.01, 0.00], [0.00, -0.01, 0.00], [0.00, -0.01, 0.01], [0.00, 0.00, -0.01], [0.00, -0.01, -0.01], [0.01, 0.00, 0.00], [0.02, 0.04, -0.02], [0.00, 0.00, -0.01], [0.00, 0.00, -0.01], [0.00, 0.00, 0.01], [0.00, 0.00, 0.00], [0.00, 0.00, 0.00], [0.01, 0.00, -0.01], [0.00, 0.00, 0.00], [0.00, 0.00, 0.00], [0.00, 0.00, 0.00], [0.00, -0.01, 0.00], [0.00, 0.00, 0.00], [0.00, 0.00, 0.00], [0.00, 0.00, 0.00], [0.00, 0.00, 0.00], [0.00, 0.00, 0.00], [0.00, 0.00, 0.00], [0.00, 0.00, 0.00], [0.00, 0.00, 0.00], [0.00, 0.00, 0.00], [-0.02, 0.01, -0.01], [0.00, 0.00, 0.01], [-0.02, 0.00, 0.00], [0.05, 0.01, -0.01], [-0.04, -0.01, 0.02], [0.03, -0.01, -0.01], [0.04, 0.00, 0.01], [0.00, 0.01, 0.00], [0.00, 0.00, 0.00], [-0.01, 0.00, 0.00], [0.00, 0.00, 0.00], [0.00, 0.00, 0.00], [0.00, 0.00, 0.00], [0.00, 0.00, 0.00], [0.00, 0.00, 0.00], [0.00, 0.00, 0.00], [0.00, 0.00, 0.00], [0.00, 0.00, 0.00], [0.00, 0.00, 0.00], [0.00, 0.00, 0.00], [0.00, 0.00, 0.00], [0.00, 0.00, 0.00], [0.00, 0.00, 0.00], [0.00, 0.00, 0.00], [0.00, 0.00, 0.00], [0.00, -0.01, 0.02], [0.00, 0.00, 0.00], [0.00, 0.00, 0.00], [0.00, 0.00, 0.01], [0.01, 0.04, -0.08], [0.00, 0.00, 0.00], [0.00, 0.00, 0.00], [0.00, 0.00, 0.00], [0.00, 0.00, 0.00], [0.00, 0.00, 0.00], [0.00, 0.00, 0.00], [0.00, 0.00, 0.00], [0.00, 0.00, 0.00], [0.00, 0.00, 0.00]], "mulliken_charge": [1.88, -0.48, -0.37, 0.45, 0.89, -1.05, -0.74, -0.72, -1.05, 0.88, 0.64, -0.48, -0.52, 0.99, -0.71, -0.59, -0.88, 0.17, 0.30, 0.95, -0.89, -0.48, -1.11, 0.13, 0.05, 0.52, 0.45, 0.45, 0.53, 0.60, 0.54, 0.49, 0.31, 0.58, 0.49, 0.50, 0.38, -1.56, 0.14, 0.03, -0.48, -0.73, -1.02, -0.58, 0.79, 0.17, 0.23, -0.88, -0.60, -0.87, -0.27, 0.17, 0.76, 0.55, 0.57, 0.52, 0.51, 0.30, 0.50, 0.48, 0.46, 0.45, -0.96, -0.03, -1.06, -0.93, -0.55, -0.17, 0.41, 0.31, 0.31, 0.36, 0.33, 0.33, 0.40, 0.25, 0.34]}

---

# 2
{"formula": "C35H32N7O6SSbSe4Tc", "method": "ωB97M-V/def2-TZVPD", "relative_energy_ev": 0.113, "homo_ev": -10.498, "total_charge": 1, "orbital_gap_ha": 0.232, "symbols": ["Tc", "C", "O", "C", "C", "C", "C", "C", "C", "N", "N", "C", "C", "C", "C", "O", "C", "N", "C", "C", "C", "C", "H", "H", "H", "H", "H", "H", "H", "H", "H", "H", "H", "H", "Se", "Sb", "Se", "Se", "Se", "N", "C", "C", "C", "C", "C", "C", "C", "N", "C", "C", "N", "C", "H", "H", "H", "H", "H", "H", "H", "C", "N", "C", "C", "C", "C", "C", "C", "C", "C", "H", "H", "H", "H", "H", "H", "H", "H", "H", "H", "H", "H", "H", "O", "S", "O", "O", "O"], "coordinates": [[2.26321, -1.01305, -0.50924], [-1.17256, 6.22471, -0.14599], [-1.45362, 5.44250, 1.01426], [-0.41926, 5.17230, 1.85001], [0.87565, 5.64372, 1.67721], [1.85802, 5.30622, 2.59893], [1.58268, 4.44151, 3.64309], [0.27726, 3.99926, 3.83980], [-0.71711, 4.38261, 2.96310], [2.61148, 4.12308, 4.59486], [2.96403, 2.94472, 4.75421], [2.46483, 1.93129, 3.86481], [1.67849, 0.90397, 4.31065], [1.21724, -0.11145, 3.44378], [1.60405, -0.10373, 2.12545], [1.21470, -0.99909, 1.20602], [2.47767, 0.90761, 1.68784], [2.86728, 0.79676, 0.38592], [3.69307, 1.67931, -0.13117], [4.20263, 2.73508, 0.64387], [3.84252, 2.85576, 1.95561], [2.92903, 1.93397, 2.52147], [-2.10864, 6.30110, -0.69059], [-0.42323, 5.73705, -0.77424], [-0.83398, 7.22445, 0.12975], [1.12684, 6.28963, 0.84864], [2.85777, 5.70962, 2.49477], [0.03836, 3.39567, 4.70570], [-1.75326, 4.12497, 3.15026], [1.39638, 0.88241, 5.35683], [0.59365, -0.91122, 3.82207], [3.99112, 1.54258, -1.15873], [4.89150, 3.42684, 0.18077], [4.26035, 3.64465, 2.56771], [2.17298, 3.57439, -2.52012], [1.09265, 1.64761, -3.34407], [0.25368, 0.71991, -0.84690], [2.26839, -0.58809, -3.01984], [-0.64732, 1.44865, -4.90379], [-2.61616, -8.31328, -6.51132], [-2.17497, -7.64127, -5.69063], [-1.62204, -6.79901, -4.66332], [-2.16740, -6.81593, -3.38267], [-1.64778, -5.99365, -2.39904], [-0.57564, -5.16558, -2.69482], [-0.01338, -5.15510, -3.96363], [-0.54314, -5.96666, -4.94963], [-0.05265, -4.30379, -1.68582], [-0.04127, -4.52398, -0.32026], [0.52302, -3.43080, 0.23819], [0.82556, -2.52543, -0.76700], [0.49334, -3.10303, -1.90877], [-3.00380, -7.46497, -3.16313], [-2.09500, -5.98823, -1.41427], [0.85194, -4.54355, -4.18367], [-0.11165, -5.96852, -5.94105], [-0.38708, -5.44138, 0.12084], [0.74421, -3.22036, 1.26725], [0.61716, -2.66139, -2.88073], [-4.23151, 1.07938, 1.58048], [-2.76892, 1.35511, 1.50957], [-2.48028, 2.35519, 0.43899], [-1.91932, 0.09329, 1.39601], [-2.12848, -0.61856, 0.09287], [-3.18550, -1.51967, -0.02875], [-3.47117, -2.12826, -1.24070], [-2.70254, -1.82675, -2.35561], [-1.62048, -0.96618, -2.24241], [-1.31067, -0.38529, -1.02021], [-4.74958, 2.01016, 1.79724], [-4.42498, 0.35310, 2.36607], [-4.55834, 0.68794, 0.62197], [-2.49622, 1.77934, 2.39650], [-2.73248, 1.91076, -0.52062], [-1.42808, 2.61958, 0.47075], [-3.08909, 3.23743, 0.61328], [-2.19247, -0.52977, 2.24665], [-0.89038, 0.42037, 1.51534], [-3.79197, -1.75038, 0.84036], [-4.29781, -2.82292, -1.31653], [-2.93300, -2.27137, -3.31600], [-1.01731, -0.74258, -3.11231], [3.64111, -2.03207, 0.87529], [4.41634, -2.21599, -0.40353], [5.65143, -2.88802, -0.38843], [3.29908, -2.76208, -1.28982], [4.37084, -0.78315, -0.92571]], "forces_ev_per_angstrom": [[0.72, -0.33, 0.59], [0.00, -0.02, 0.02], [-0.03, -0.03, -0.06], [0.01, -0.03, 0.04], [0.03, 0.04, -0.05], [0.08, -0.03, 0.05], [-0.14, 0.05, -0.08], [0.01, 0.00, 0.04], [-0.06, -0.03, -0.08], [0.11, -0.26, 0.13], [-0.09, 0.29, 0.04], [0.05, -0.08, -0.19], [0.01, 0.06, 0.07], [0.00, 0.03, -0.03], [-0.07, -0.01, -0.08], [0.08, 0.10, 0.15], [0.00, 0.04, -0.04], [0.01, 0.03, 0.02], [-0.02, 0.01, 0.02], [0.01, 0.01, 0.06], [0.01, 0.04, -0.06], [-0.03, -0.10, 0.01], [-0.01, 0.01, 0.01], [0.00, 0.00, 0.00], [0.00, 0.00, 0.00], [0.01, -0.01, 0.02], [-0.02, 0.01, -0.02], [0.01, 0.00, 0.00], [-0.03, -0.03, -0.01], [-0.01, -0.01, -0.03], [0.00, 0.00, 0.00], [0.00, -0.01, -0.01], [-0.01, -0.01, 0.01], [0.00, -0.03, -0.02], [-0.01, 0.09, 0.00], [0.00, -0.28, 0.10], [0.06, -0.19, -0.06], [0.10, 0.19, -0.34], [-0.05, 0.06, -0.05], [0.02, 0.06, 0.07], [0.00, -0.05, -0.04], [-0.01, 0.01, 0.01], [-0.01, -0.02, -0.02], [-0.07, 0.02, 0.03], [0.00, 0.02, -0.02], [0.07, -0.02, -0.01], [-0.01, -0.02, -0.04], [0.00, -0.07, -0.07], [0.01, -0.04, 0.03], [-0.10, 0.19, -0.04], [0.14, -0.40, 0.02], [-0.15, 0.20, 0.14], [0.01, 0.00, 0.00], [0.02, 0.02, 0.01], [-0.01, 0.01, 0.03], [0.00, 0.00, 0.01], [0.01, 0.00, -0.04], [0.02, 0.00, -0.01], [0.02, -0.02, -0.03], [-0.01, -0.02, 0.05], [-0.04, -0.02, 0.01], [-0.02, 0.05, -0.04], [-0.01, -0.01, -0.05], [-0.03, -0.04, 0.04], [0.01, 0.04, 0.01], [0.00, -0.01, -0.03], [-0.01, -0.01, 0.00], [-0.01, -0.06, -0.05], [0.06, 0.11, 0.02], [0.01, 0.01, -0.01], [0.02, 0.00, 0.01], [0.01, 0.00, -0.02], [0.06, 0.06, 0.00], [0.00, -0.01, 0.00], [0.02, 0.03, 0.04], [0.02, 0.04, 0.05], [-0.05, -0.01, -0.01], [0.03, 0.00, 0.06], [0.01, 0.00, -0.01], [0.01, 0.01, 0.00], [0.00, 0.01, 0.01], [0.02, 0.00, -0.03], [-0.08, -0.02, -0.14], [-0.40, 0.17, 0.02], [-0.04, 0.02, 0.01], [-0.17, 0.14, -0.10], [-0.12, 0.07, -0.05]], "mulliken_charge": [-0.24, -0.93, -0.42, 0.33, -0.59, -0.50, -0.10, 0.02, -0.51, -0.42, -0.53, 0.17, -0.54, -0.21, -0.54, 0.63, -0.16, 0.60, -0.63, -1.57, -0.77, 0.78, 0.24, 0.35, 0.39, 0.51, 0.43, 0.54, 0.84, 0.56, 0.55, 0.86, 0.49, 0.86, -0.45, 0.58, 0.34, -0.16, -0.49, -0.46, -0.07, 0.50, -1.01, -0.52, 0.96, -0.22, -0.95, 0.42, -0.81, -1.50, 1.61, -0.88, 0.45, 0.41, 0.56, 0.46, 0.57, 0.73, 0.49, -0.88, 0.19, -1.00, -0.99, 0.71, -0.41, -1.04, -0.91, -0.83, 1.41, 0.34, 0.37, 0.45, 0.37, 0.44, 0.12, 0.60, 0.79, -0.54, 0.53, 0.48, 0.53, 0.09, -0.35, 0.81, -0.57, -0.35, -0.42]}

---

# 3
{"formula": "C35H32OP", "method": "ωB97M-V/def2-TZVPD", "relative_energy_ev": 0.236, "homo_ev": -9.496, "total_charge": 1, "orbital_gap_ha": 0.154, "symbols": ["C", "C", "C", "C", "C", "C", "C", "C", "C", "C", "C", "C", "C", "C", "C", "H", "H", "H", "H", "H", "H", "H", "H", "H", "H", "H", "H", "H", "H", "H", "C", "C", "C", "C", "P", "C", "C", "C", "C", "C", "C", "C", "C", "C", "C", "C", "C", "C", "C", "O", "C", "C", "H", "H", "H", "H", "H", "H", "H", "H", "H", "H", "H", "H", "H", "H", "H", "H", "H"], "coordinates": [[-5.46472, -0.66793, 4.02018], [-4.04389, -0.20568, 3.99605], [-3.74618, 1.16209, 3.95788], [-2.44194, 1.59899, 3.85152], [-1.33377, 0.69041, 3.75266], [-0.04985, 1.25516, 3.50249], [1.23851, 0.68068, 3.69941], [2.35003, 1.57976, 3.82954], [3.64700, 1.13454, 3.96705], [3.93494, -0.23632, 4.00096], [5.35360, -0.70673, 4.05985], [2.87256, -1.14678, 3.91729], [1.55899, -0.71562, 3.75534], [-1.65958, -0.69597, 3.93044], [-2.98248, -1.12215, 4.00601], [-5.51564, -1.75959, 4.02199], [-5.98483, -0.29106, 4.91149], [-6.02209, -0.29921, 3.14742], [-4.57709, 1.87539, 4.01580], [-2.22783, 2.67319, 3.88311], [-0.04878, 2.31370, 3.18828], [2.14162, 2.65506, 3.83430], [4.48290, 1.83893, 4.04338], [5.39831, -1.79873, 4.07403], [5.92385, -0.35267, 3.18869], [5.86559, -0.32091, 4.95163], [3.10314, -2.21353, 3.96756], [0.77682, -1.45739, 3.65782], [-0.87509, -1.43429, 4.04121], [-3.21943, -2.18522, 4.09397], [-2.93652, 5.01984, 0.42222], [-2.58081, 5.48656, -0.84565], [-2.12272, 4.59903, -1.82110], [-2.01019, 3.23828, -1.50249], [-1.33733, 2.00888, -2.64348], [-2.66488, 0.81988, -2.96232], [-2.32818, -0.47007, -3.39650], [-3.34393, -1.39439, -3.67706], [-4.68584, -1.02913, -3.52756], [-5.01787, 0.25649, -3.09655], [-4.00852, 1.18520, -2.81679], [-0.96480, 2.77771, -4.25471], [0.31243, 3.31150, -4.51661], [0.55256, 4.03361, -5.68994], [-0.46757, 4.22470, -6.62601], [-1.72928, 3.67654, -6.39083], [-1.97541, 2.95069, -5.22138], [-0.15346, 1.19815, -1.66311], [0.86343, 1.84586, -0.89023], [1.90640, 1.28000, -0.52798], [-2.35059, 2.77339, -0.21979], [-2.83340, 3.66147, 0.73839], [-3.30453, 5.71937, 1.17921], [-2.66588, 6.54910, -1.08132], [-1.85816, 4.95335, -2.81992], [-1.28017, -0.74309, -3.53249], [-3.08728, -2.39754, -4.02546], [-5.47552, -1.74438, -3.75593], [-6.06531, 0.55425, -2.98713], [-4.27173, 2.19679, -2.49943], [1.10919, 3.19258, -3.78078], [1.53680, 4.46872, -5.86942], [-0.28217, 4.80547, -7.53279], [-2.53416, 3.82982, -7.11508], [-2.97432, 2.54815, -5.04592], [0.03868, 0.15036, -1.92954], [0.71668, 2.91654, -0.60644], [-2.23061, 1.71642, 0.02460], [-3.13307, 3.28766, 1.71727]], "forces_ev_per_angstrom": [[-0.23, -0.17, 0.08], [0.20, 0.12, -0.27], [-0.05, 0.24, 0.15], [0.41, 0.09, -0.28], [-1.04, -0.11, 0.04], [0.34, -0.50, 0.80], [0.70, -0.11, -0.31], [-0.37, 0.24, -0.30], [0.04, 0.20, 0.16], [-0.12, 0.21, -0.26], [0.17, -0.17, 0.09], [-0.67, 0.02, -0.05], [0.35, 0.17, 0.27], [-0.21, 0.26, 0.07], [0.52, 0.13, 0.08], [-0.07, 0.17, 0.02], [0.14, -0.07, -0.18], [0.22, -0.04, 0.18], [0.45, -0.20, -0.01], [-0.10, -0.39, -0.25], [-0.02, -0.48, 0.43], [0.14, -0.39, -0.13], [-0.47, -0.17, -0.03], [0.07, 0.18, 0.03], [-0.24, -0.03, 0.18], [-0.16, -0.06, -0.17], [-0.22, 0.33, -0.11], [0.40, 0.10, -0.13], [-0.36, 0.11, -0.21], [0.23, 0.33, -0.01], [-0.04, 0.12, 0.03], [-0.06, 0.05, 0.13], [-0.14, -0.39, 0.27], [-0.07, 0.65, -0.08], [0.40, -0.74, 1.26], [-0.19, -0.09, -0.26], [-0.45, -0.12, -0.11], [0.17, 0.26, 0.06], [0.16, 0.16, 0.07], [0.12, 0.13, 0.01], [-0.08, -0.26, -0.13], [0.16, 0.50, -0.46], [-0.29, 0.09, 0.11], [-0.12, -0.06, 0.05], [0.01, -0.12, 0.23], [0.00, -0.07, 0.11], [0.07, 0.16, 0.15], [0.08, -0.03, -0.86], [0.52, -0.57, -0.46], [-0.70, 0.46, 0.28], [-0.16, 0.20, 0.04], [0.12, 0.06, -0.45], [0.14, -0.20, -0.33], [0.02, -0.33, 0.11], [-0.06, -0.09, 0.31], [-0.33, 0.01, 0.04], [-0.07, 0.35, 0.13], [0.21, 0.16, 0.06], [0.40, -0.16, -0.05], [0.08, -0.31, -0.05], [-0.18, -0.04, -0.17], [-0.26, -0.19, 0.08], [-0.05, -0.22, 0.31], [0.29, -0.12, 0.27], [0.27, 0.06, -0.06], [0.07, 0.48, 0.05], [-0.15, -0.21, -0.13], [-0.03, 0.29, -0.17], [0.08, 0.16, -0.24]], "mulliken_charge": [-1.44, 1.12, -0.55, -0.52, 0.92, -0.04, 0.74, -0.55, -0.75, 1.11, -1.41, -0.98, -0.43, -0.42, -1.10, 0.37, 0.36, 0.34, 0.40, 0.49, 0.35, 0.37, 0.39, 0.36, 0.34, 0.35, 0.31, 0.33, 0.21, 0.33, -0.53, -0.68, -0.44, -0.12, 1.96, 0.08, -0.41, -0.73, -0.43, -0.78, -0.04, 0.11, -0.25, -0.64, -0.43, -0.67, -0.29, -0.57, -0.22, -0.67, -0.04, -0.49, 0.38, 0.39, 0.38, 0.32, 0.39, 0.39, 0.40, 0.42, 0.37, 0.39, 0.38, 0.39, 0.34, 0.19, 0.36, 0.48, 0.30]}